# 1
Entry from the OMol25 dataset: a cluster of 12 separate species, C2H27NO12 in total in a non-equilibrium geometry (wB97M-V/def2-TZVPD).

## Properties
**Largest force on an atom**: 0.03609 Eh/bohr
**Multiplicity**: 1
**Energy above the lowest of the compared OMol25 structures with the same formula, charge and spin**: 41.3 kJ/mol
**SMILES**: NCC=O.O.O.O.O.O.O.O.O.O.O.O
**Frontier orbital gap**: 10.704 eV

Last column: Mulliken charge in e.
CARTESIAN COORDINATES (ANGSTROEM)
1 N -2.2167 2.3723 0.1839  -0.5547
2 C -2.1504 1.5892 1.4566  -0.5967
3 C -1.3322 0.3746 1.1414  1.1844
4 O -0.4177 0.0647 1.8693  -0.6372
5 H -2.8176 3.1756 0.3138  0.2265
6 H -1.2818 2.7610 0.0925  0.1797
7 H -3.1582 1.2740 1.7394  0.3341
8 H -1.7268 2.2298 2.2265  0.3608
9 H -1.5307 -0.1367 0.2103  -0.5874
10 O -3.0385 0.0494 -1.5981  -0.7836
11 H -2.9855 0.9238 -1.1331  0.4022
12 H -3.2618 -0.6278 -0.9012  0.4264
13 O -0.7338 -0.2231 -2.3059  -0.6874
14 H -0.5886 0.7117 -2.0925  0.1924
15 H -1.7350 -0.4163 -2.1527  0.4603
16 O 0.4928 3.7112 0.2997  -0.6897
17 H 0.7661 4.3202 -0.4024  0.2973
18 H 1.2111 3.0296 0.4068  0.4036
19 O 0.8985 -1.9444 -3.4698  -0.7226
20 H 0.1439 -1.7875 -2.8676  0.3778
21 H 1.1402 -1.1258 -3.9017  0.3078
22 O 2.0570 -2.1276 -1.0604  -0.5441
23 H 2.1436 -2.4814 -0.1578  0.3475
24 H 1.4616 -2.5035 -1.6886  0.3088
25 O 1.8285 -0.3573 3.4342  -0.6706
26 H 2.0657 -0.0671 4.3131  0.2755
27 H 0.8715 -0.1954 3.2837  0.4478
28 O -3.2759 -1.8244 0.3577  -0.6986
29 H -2.3159 -2.0588 0.3620  0.4388
30 H -3.6705 -2.6542 0.0574  0.3058
31 O 2.4560 -2.5444 1.6438  -0.6900
32 H 2.0858 -1.6760 1.8425  0.3906
33 H 2.7207 -2.9753 2.4493  0.2834
34 O 2.7023 0.3436 -1.6009  -0.6529
35 H 1.9970 -0.3413 -1.6447  0.4310
36 H 3.4844 -0.0632 -2.0108  0.2770
37 O 2.7470 2.4732 0.7477  -0.6763
38 H 3.1274 2.3662 1.6176  0.2864
39 H 3.0645 1.7689 0.1596  0.3410
40 O -0.7150 -2.0859 -0.3492  -0.7358
41 H -0.5089 -1.5152 -1.1219  0.3838
42 H -0.0040 -1.8066 0.2504  0.2568



# 2
Entry from the OMol25 dataset: a cluster of 2 separate species, C5H13S3 in total in a non-equilibrium geometry (wB97M-V/def2-TZVPD).

## Properties
**Largest force on an atom**: 0.03253 Eh/bohr
**Multiplicity**: 2
**Energy above the lowest of the compared OMol25 structures with the same formula, charge and spin**: 41.6 kJ/mol
**<S²>**: 0.753
**Frontier orbital gap (alpha / beta)**: 9.523 / 6.809 eV

Last column: Mulliken spin population.
CARTESIAN COORDINATES (ANGSTROEM)
1 C -0.9725 0.9387 2.5282  -0.0021
2 C -1.7180 -0.2969 2.1611  0.0036
3 S -1.3802 -0.7709 0.3996  0.0004
4 S -2.2719 -2.6775 0.5669  0.0252
5 H -1.3035 1.8191 1.9203  0.0008
6 H 0.0926 0.8078 2.1630  0.0008
7 H -1.0737 1.1077 3.6410  -0.0006
8 H -2.7927 -0.1109 2.2785  0.0006
9 H -1.4919 -1.1549 2.7900  0.0001
10 H -1.1554 -3.4371 0.7016  0.0008
11 C 0.7750 -0.2120 -2.7579  0.0266
12 C 1.9211 0.4368 -1.9744  -0.0147
13 C 1.4629 0.6814 -0.5588  -0.0366
14 S -0.0096 1.7611 -0.4463  0.9583
15 H 0.2946 -1.0201 -2.2117  -0.0057
16 H 1.0324 -0.5766 -3.7582  0.0014
17 H -0.0419 0.5270 -2.7940  -0.0084
18 H 2.8370 -0.1868 -2.0590  0.0011
19 H 2.1260 1.4258 -2.4305  -0.0005
20 H 2.2928 1.2536 -0.1386  0.0481
21 H 1.3771 -0.3152 -0.0208  0.0010



# 3
Entry from the OMol25 dataset: a structure of composition C15H31N2O7PSScSi2 (wB97M-V/def2-TZVPD).

## Properties
**Largest force on an atom**: 0.01253 Eh/bohr
**Multiplicity**: 1
**Energy above the lowest of the compared OMol25 structures with the same formula, charge and spin**: 38.7 kJ/mol
**Charge**: -1
**Frontier orbital gap**: 6.887 eV

Last column: Mulliken charge in e.
CARTESIAN COORDINATES (ANGSTROEM)
1 Sc 0.6048 0.9195 0.1821  0.5437
2 O -2.4005 4.4427 0.6955  -0.5939
3 S 1.0476 3.4367 0.2667  0.1736
4 O 2.0653 2.3689 0.7448  -0.4514
5 O -0.2671 2.7667 0.8776  -0.4097
6 O 0.8717 3.1062 -1.1901  -0.4661
7 C -0.8781 -1.9573 -2.4369  -0.8149
8 Si 0.7730 -1.0484 -2.5957  -0.1336
9 C 0.6497 0.5419 -3.5884  -1.0065
10 C 1.7679 -2.2479 -3.6639  -1.3259
11 N 1.3228 -0.6649 -1.0127  0.5094
12 C 2.1840 -1.4219 -0.2025  0.2854
13 C 3.1580 -2.2903 -0.6895  -0.5614
14 C 3.9846 -3.0220 0.1605  -0.8086
15 C 3.8557 -2.8825 1.5287  -1.1064
16 C 2.8989 -2.0119 2.0422  -0.2889
17 C 2.0401 -1.2858 1.2163  0.6518
18 N 1.0493 -0.4147 1.6772  0.4756
19 Si 0.7599 -0.1152 3.3539  0.0333
20 C -0.7287 1.0158 3.5203  -0.9902
21 C 0.2823 -1.6819 4.2965  -1.1172
22 C 2.2201 0.7427 4.1774  -1.0237
23 H -1.3364 -2.1913 -3.4024  0.3024
24 H -1.6106 -1.4519 -1.8071  0.1754
25 H -0.6446 -2.9079 -1.9441  0.3357
26 H 0.1528 0.3805 -4.5501  0.3504
27 H 1.6680 0.8867 -3.7910  0.3299
28 H 0.1501 1.3553 -3.0582  0.2527
29 H 1.2043 -2.3637 -4.5970  0.3529
30 H 1.8564 -3.2361 -3.2098  0.3616
31 H 2.7640 -1.8882 -3.9304  0.3530
32 H 3.3126 -2.3751 -1.7555  0.3811
33 H 4.7321 -3.6842 -0.2604  0.3697
34 H 4.4980 -3.4340 2.2050  0.3631
35 H 2.8200 -1.9018 3.1161  0.2575
36 H -1.5840 0.6503 2.9435  0.1461
37 H -0.5256 2.0367 3.1983  0.2397
38 H -1.0294 1.0344 4.5727  0.3856
39 H -0.6072 -2.1174 3.8324  0.2861
40 H 0.0223 -1.4232 5.3281  0.3348
41 H 1.0524 -2.4527 4.3272  0.3532
42 H 2.4780 1.6217 3.5810  0.2671
43 H 3.1072 0.1111 4.2472  0.3343
44 H 1.9601 1.0742 5.1874  0.3590
45 C -3.1462 0.3680 -3.5455  -0.3783
46 O -3.5243 1.2511 -2.4916  -0.4293
47 P -2.4777 1.4426 -1.2357  0.5696
48 O -3.2419 2.7125 -0.6086  -0.3071
49 C -2.5929 4.0125 -0.5937  -0.3291
50 O -2.9394 0.2849 -0.1939  -0.1535
51 C -4.2651 0.2435 0.3407  -0.8108
52 H -3.6402 0.7180 -4.4505  0.3223
53 H -3.4671 -0.6518 -3.3304  0.2560
54 H -2.0668 0.3718 -3.6992  -0.0556
55 H -1.6128 3.9379 1.0217  0.4792
56 H -3.2830 4.6931 -1.0863  0.2599
57 H -1.6579 3.9257 -1.1561  0.2749
58 H -4.3942 -0.7366 0.7944  0.2348
59 H -5.0036 0.3841 -0.4497  0.3263
60 H -4.3888 1.0227 1.0915  0.2750



# 4
Entry from the OMol25 dataset: a structure of composition C29H37Cl2NO3PRuSTe in a non-equilibrium geometry (wB97M-V/def2-TZVPD).

## Properties
**Largest force on an atom**: 0.05366 Eh/bohr
**Multiplicity**: 5
**Energy above the lowest of the compared OMol25 structures with the same formula, charge and spin**: 136.3 kJ/mol
**<S²>**: 6.017
**Charge**: -1
**Frontier orbital gap (alpha / beta)**: 6.517 / 6.728 eV

Last column: Mulliken spin population.
CARTESIAN COORDINATES (ANGSTROEM)
1 Ru 1.0234 0.6435 -0.0919  2.9036
2 C 1.0167 -0.1163 3.3023  0.0417
3 N 1.0305 1.1127 2.4551  0.0050
4 C 0.0672 2.0532 3.0098  0.0040
5 C 2.3389 1.7174 2.4256  0.0095
6 C 3.3899 0.8314 1.7567  -0.0153
7 C 4.6712 0.6760 2.2092  -0.0069
8 C 5.5819 -0.1303 1.4932  0.0062
9 C 5.2546 -0.6296 0.2520  -0.0015
10 C 3.9460 -0.4552 -0.1794  -0.0849
11 C 2.9402 0.2314 0.5028  0.0458
12 H 1.2998 0.1658 4.3376  0.0026
13 H 1.5992 -0.8542 2.8119  -0.0103
14 H -0.0092 -0.5130 3.3829  -0.0060
15 H 0.1556 2.0044 4.0838  0.0020
16 H -0.9453 1.7394 2.7605  -0.0013
17 H 0.1778 3.0153 2.5654  0.0089
18 H 2.5811 2.0145 3.4743  0.0089
19 H 2.1642 2.6753 1.8967  -0.0029
20 H 4.9129 1.1104 3.1491  0.0015
21 H 6.6018 -0.2780 1.8543  0.0000
22 H 5.9913 -1.2111 -0.3081  -0.0006
23 H 3.6195 -1.0575 -1.0722  0.0085
24 Cl 1.8110 0.6772 -2.9940  0.0483
25 C 0.9302 2.1713 -3.1421  -0.0052
26 C 0.1558 2.3303 -4.2748  -0.0034
27 C -0.4716 3.5196 -4.5123  -0.0004
28 C -0.3674 4.5633 -3.5911  0.0014
29 C 0.3329 4.3830 -2.4541  0.0064
30 Cl 0.4438 5.7031 -1.3033  0.0011
31 C 0.9709 3.1719 -2.1513  0.0128
32 S 1.8724 2.9229 -0.6277  0.0894
33 H 0.0105 1.4834 -4.9069  0.0019
34 H -1.0695 3.5926 -5.4101  0.0001
35 H -0.7850 5.5048 -3.7875  0.0000
36 C -1.1796 -2.0430 0.9813  0.0473
37 C -0.1801 -2.3022 -0.1621  0.0618
38 C -0.8567 -2.1655 -1.5262  0.0492
39 C 1.0498 -1.3684 -0.0613  0.7671
40 C 0.3281 -3.7424 0.0497  0.0300
41 C 0.0366 -4.8160 -0.8115  -0.0026
42 C 0.5982 -6.0764 -0.6554  0.0021
43 C 1.4664 -6.2999 0.3818  0.0006
44 C 1.6596 -5.2974 1.3337  0.0164
45 C 1.0789 -4.0421 1.1901  0.0208
46 H -1.5265 -0.9956 0.9361  -0.0080
47 H -0.6645 -2.1022 1.9699  -0.0061
48 H -2.1163 -2.6142 0.9681  -0.0010
49 H -1.0184 -1.0972 -1.7496  0.0054
50 H -1.8412 -2.6705 -1.5970  0.0104
51 H -0.2236 -2.4710 -2.3179  0.0095
52 H 2.0031 -1.9511 -0.1378  -0.0819
53 H -0.6048 -4.6062 -1.6875  0.0004
54 H 0.3795 -6.8290 -1.3855  0.0000
55 H 1.8956 -7.3062 0.4587  0.0000
56 H 2.3411 -5.4882 2.1885  0.0004
57 H 1.2485 -3.2293 1.8838  0.0030
58 C -5.3314 -1.3892 -0.6061  0.0004
59 C -4.8678 0.0863 -0.4809  0.0008
60 O -3.4583 0.0678 -0.3805  0.0023
61 P -2.4778 0.9583 -1.2910  0.0291
62 O -1.0804 0.8150 -0.6867  -0.0325
63 Te -2.8491 0.5342 -3.6428  0.0059
64 O -2.9941 2.4228 -0.9460  0.0012
65 C -2.9835 2.8427 0.3633  -0.0023
66 C -2.0847 4.0909 0.3901  -0.0055
67 H -6.4047 -1.4195 -0.4499  0.0000
68 H -4.8030 -1.9635 0.2120  -0.0004
69 H -5.0733 -1.7232 -1.6021  -0.0002
70 H -5.2458 0.5292 0.4113  0.0000
71 H -5.2999 0.6215 -1.3449  0.0000
72 H -2.5809 2.0772 1.0373  0.0027
73 H -3.9963 3.0657 0.6171  0.0005
74 H -1.0336 3.8086 0.2539  0.0026
75 H -2.1923 4.5714 1.3904  -0.0002
76 H -2.3599 4.7490 -0.4105  0.0000



# 5
Entry from the OMol25 dataset: a cluster of 2 separate species, C9H14 in total in a non-equilibrium geometry (wB97M-V/def2-TZVPD).

## Properties
**Largest force on an atom**: 0.06591 Eh/bohr
**Multiplicity**: 1
**Energy above the lowest of the compared OMol25 structures with the same formula, charge and spin**: 88.4 kJ/mol
**SMILES**: Cc1ccccc1.CC
**Frontier orbital gap**: 10.005 eV

Last column: Mulliken charge in e.
CARTESIAN COORDINATES (ANGSTROEM)
1 C -0.4162 1.7983 -2.4582  -1.3874
2 C -0.8190 1.3573 -1.0716  0.8530
3 C -1.7472 0.3271 -0.9124  -0.5257
4 C -2.1384 -0.0081 0.3990  -0.2756
5 C -1.6055 0.5414 1.5139  -0.6335
6 C -0.7136 1.6124 1.3241  -0.2627
7 C -0.2688 1.9902 0.0683  -0.5927
8 H 0.5209 2.3717 -2.3811  0.3424
9 H -1.2501 2.4479 -2.7013  0.3189
10 H -0.0476 0.9972 -3.0770  0.3789
11 H -2.1473 -0.1628 -1.7880  0.3878
12 H -2.7844 -0.8855 0.3427  0.2984
13 H -1.6969 0.0833 2.4879  0.4048
14 H -0.3160 2.2073 2.1338  0.3563
15 H 0.4532 2.7911 -0.0136  0.3316
16 C 1.2144 -2.4897 0.4828  -0.5280
17 C 2.4939 -1.8776 1.0384  -0.9555
18 H 1.0031 -3.5387 0.7068  0.3276
19 H 0.4296 -1.9776 1.0565  0.0342
20 H 1.1713 -2.3414 -0.5900  0.2444
21 H 2.8066 -1.0152 0.4483  0.2680
22 H 3.3734 -2.5280 0.8880  0.3118
23 H 2.4846 -1.7005 2.1027  0.3030



# 6
Entry from the OMol25 dataset: the molecule C3H4N2S in a non-equilibrium geometry (wB97M-V/def2-TZVPD).

## Properties
**Largest force on an atom**: 0.08458 Eh/bohr
**Multiplicity**: 1
**Energy above the lowest of the compared OMol25 structures with the same formula, charge and spin**: 240.0 kJ/mol
**SMILES**: N#C[C@@H](N)C=S
**Frontier orbital gap**: 8.399 eV

Last column: Mulliken charge in e.
CARTESIAN COORDINATES (ANGSTROEM)
1 N -0.3245 -2.8928 -0.1468  -0.3541
2 C -0.3671 -1.7880 0.1213  -0.0305
3 C -0.4089 -0.3559 0.4109  0.6599
4 N 0.8037 0.3553 0.0549  -0.6056
5 C -1.5960 0.2897 -0.2640  -0.5339
6 S -3.1756 0.0460 0.0303  -0.1855
7 H -0.4341 -0.4165 1.6080  0.2180
8 H 1.2616 0.7744 0.8039  0.2419
9 H 1.2039 -0.4002 -0.4065  0.2548
10 H -1.2712 0.7383 -1.1441  0.3350